1.
Molecular formula: C40H97N6O13PSiTa
Method: DFT, ωB97M-V/def2-TZVPD

- Gap between HOMO and LUMO: 6.110 eV
- Highest occupied orbital energy: -4.5 eV

ORCA input file:
```
! RIJCOSX wB97M-V def2-TZVPD def2/J DEFGRID3
* xyz -1 1
C 6.7976 0.7045 -3.4018
Si 7.9016 -0.8198 -3.6261
C 9.2480 -0.6346 -2.3226
C 8.6757 -0.7162 -5.3525
Ta 6.3658 -3.0218 -3.5519
C 4.8318 -2.4502 -5.1184
O 3.9016 -1.4123 -4.7204
C 2.6301 -1.7801 -4.4556
C 2.3232 -2.9515 -3.7487
C 0.9978 -3.2481 -3.4782
C -0.0284 -2.3969 -3.8829
C 0.2876 -1.2353 -4.5869
C 1.6066 -0.9274 -4.8790
P 7.9911 -4.2558 -1.9031
N 9.4530 -4.1045 -2.4690
O 7.9695 -3.6357 -0.3956
O 7.5784 -5.8198 -1.6593
H 7.3642 1.6311 -3.5491
H 5.9377 0.7028 -4.0746
H 6.4118 0.7053 -2.3785
H 9.9806 -1.4391 -2.3758
H 9.7650 0.3230 -2.4646
H 8.7935 -0.6190 -1.3293
H 7.9520 -0.9994 -6.1225
H 9.5097 -1.4193 -5.4175
H 9.0323 0.2933 -5.5718
H 7.1855 -3.9445 -4.9591
H 5.2429 -4.4126 -3.0388
H 5.4736 -2.1277 -2.1814
H 4.2936 -3.2912 -5.5653
H 5.4301 -1.9998 -5.9245
H 3.1170 -3.6137 -3.4276
H 0.7703 -4.1677 -2.9494
H -1.0623 -2.6315 -3.6507
H -0.4978 -0.5577 -4.9051
H 1.8644 -0.0276 -5.4239
H 9.8606 -5.0009 -2.7101
H 7.0543 -3.4672 -0.1296
H 8.1026 -6.1944 -0.9388
C 9.5344 5.3937 1.9179
O 10.4253 4.3893 1.4918
C 11.2062 3.7993 2.5201
C 10.7941 2.3698 2.7848
N 9.4778 2.3053 3.3982
C 8.9189 0.9629 3.5159
C 8.6538 0.1751 2.2405
O 7.6136 0.6988 1.4458
C 7.9832 1.7323 0.5541
H 9.1349 5.8662 1.0225
H 8.6987 4.9963 2.5051
H 10.0471 6.1526 2.5192
H 11.1337 4.3928 3.4378
H 12.2482 3.8089 2.1880
H 11.5220 1.9224 3.4699
H 10.8576 1.8238 1.8334
H 8.8387 2.8801 2.8633
H 7.9704 1.0486 4.0517
H 9.5897 0.3706 4.1483
H 8.3292 -0.8253 2.5369
H 9.5603 0.0461 1.6359
H 9.0137 1.6129 0.2080
H 7.8637 2.7247 1.0040
H 7.3197 1.6669 -0.3075
C 0.5615 2.9150 -2.3131
O -0.3122 1.8093 -2.3078
C 0.1576 0.6872 -1.5642
C -0.6750 0.4666 -0.3242
N -0.4817 1.5285 0.6525
C -1.4014 1.5004 1.7805
C -2.8923 1.6546 1.5131
O -3.2723 2.9386 1.0498
C -3.1277 3.1512 -0.3389
H 0.1760 3.6259 -3.0429
H 0.6203 3.4127 -1.3370
H 1.5734 2.6213 -2.6090
H 1.2131 0.8148 -1.3073
H 0.0712 -0.1908 -2.2051
H -0.3806 -0.4865 0.1262
H -1.7225 0.3716 -0.6472
H -0.5568 2.4221 0.1834
H -1.1084 2.3007 2.4654
H -1.2542 0.5548 2.3143
H -3.4160 1.5100 2.4593
H -3.2670 0.8850 0.8254
H -3.2998 2.2311 -0.9051
H -2.1396 3.5385 -0.6061
H -3.8725 3.8908 -0.6350
C -1.2452 -10.2888 -6.3848
O -1.0418 -9.4739 -7.5166
C -2.0698 -8.5267 -7.7683
C -1.6047 -7.1129 -7.5070
N -1.3916 -6.8791 -6.0895
C -0.7610 -5.6022 -5.7641
C 0.6424 -5.3354 -6.2857
O 1.6389 -6.1420 -5.6966
C 1.8372 -7.4111 -6.2746
H -0.4836 -11.0661 -6.4099
H -1.1490 -9.7360 -5.4437
H -2.2330 -10.7616 -6.4068
H -2.9513 -8.7552 -7.1602
H -2.3485 -8.6175 -8.8220
H -2.3790 -6.4245 -7.8624
H -0.7059 -6.9409 -8.1165
H -0.8242 -7.6289 -5.7143
H -0.7232 -5.5219 -4.6758
H -1.4147 -4.7976 -6.1177
H 0.8947 -4.3081 -6.0137
H 0.6971 -5.4010 -7.3811
H 1.6547 -7.3932 -7.3544
H 1.1999 -8.1833 -5.8277
H 2.8763 -7.6878 -6.0985
C -6.8448 1.5263 8.6112
O -6.9996 0.2107 8.1256
C -8.2783 -0.0838 7.5846
C -8.2130 -0.2753 6.0867
N -7.9172 0.9778 5.4106
C -7.6225 0.8575 3.9861
C -6.4061 0.0458 3.5663
O -5.1715 0.6280 3.9259
C -4.7164 0.3635 5.2371
H -5.8959 1.5610 9.1426
H -6.8237 2.2733 7.8091
H -7.6480 1.7909 9.3065
H -8.9889 0.7098 7.8387
H -8.6273 -1.0129 8.0433
H -9.1831 -0.6439 5.7376
H -7.4698 -1.0598 5.8875
H -7.1319 1.4233 5.8690
H -7.4927 1.8681 3.5903
H -8.5038 0.4361 3.4903
H -6.4075 0.0039 2.4744
H -6.4515 -0.9900 3.9265
H -5.0301 -0.6275 5.5782
H -5.0624 1.1097 5.9595
H -3.6272 0.3985 5.2157
C -10.4695 3.2681 5.0364
O -10.4575 4.0196 3.8379
C -11.5898 4.8450 3.6247
C -11.2205 6.3067 3.7341
N -10.8781 6.6568 5.1030
C -10.2945 7.9797 5.2753
C -8.9664 8.2748 4.5909
O -7.8716 7.5538 5.1164
C -7.6809 6.2553 4.5887
H -9.6326 2.5741 5.0001
H -10.3520 3.9039 5.9229
H -11.4021 2.7019 5.1367
H -12.3840 4.5953 4.3359
H -11.9615 4.6505 2.6146
H -12.0742 6.9148 3.4172
H -10.4023 6.4893 3.0228
H -10.2361 5.9643 5.4670
H -10.1525 8.1409 6.3466
H -11.0240 8.7231 4.9358
H -8.7390 9.3300 4.7623
H -9.0223 8.1310 3.5043
H -7.9843 6.2018 3.5392
H -8.2291 5.4900 5.1474
H -6.6173 6.0296 4.6566
*
```

Mulliken atomic charge list, values in e, 99 entries: C -0.9769; Si 0.2900; C -0.8616; C -1.1055; Ta 0.2944; C -1.0453; O -0.2934; C 0.1718; C 0.3820; C -0.7812; C -0.5606; C -0.6464; C -0.3460; P 0.5552; N -0.6648; O -0.4184; O -0.4567; H 0.3774; H 0.3049; H 0.1733; H 0.4346; H 0.3857; H -0.0546; H 0.2956; H 0.2785; H 0.3319; H -0.2452; H -0.1698; H -0.2531; H 0.5225; H 0.2689; H 0.2368; H 0.3662; H 0.4914; H 0.4065; H 0.4751; H 0.1858; H 0.3159; H 0.3149; C -0.7212; O -0.3387; C -0.7949; C -0.1790; N -0.3220; C -0.8497; C -0.3076; O -0.4354; C -0.3655; H 0.2417; H 0.2954; H 0.3435; H 0.4057; H 0.3847; H 0.3703; H 0.1605; H 0.1055; H 0.3773; H 0.3966; H 0.3604; H 0.3014; H 0.2163; H 0.2545; H 0.1167; C -0.7322; O -0.3786; C -0.3059; C -0.1903; N -0.3112; C -0.9178; C 0.0196; O -0.4342; C -0.5580; H 0.2491; H 0.3293; H 0.3230; H 0.5113; H -0.0877; H 0.3646; H 0.1401; H 0.1131; H 0.3892; H 0.3940; H 0.0872; H 0.2463; H 0.2939; H 0.1690; H 0.3049; C -0.7013; O -0.3516; C -0.7908; C -0.1602; N -0.2759; C -0.8302; C -0.2868; O -0.3571; C -0.6312; H 0.2403; H 0.2945; H 0.3389

---

2.
Molecular formula: C3H2NdO2
Method: DFT, ωB97M-V/def2-TZVPD

- Gap between HOMO and LUMO (spin up / spin down): 5.787 / 6.227 eV
- Highest occupied orbital energy (spin up / spin down): -11.2 / -11.5 eV

ORCA input file:
```
! RIJCOSX wB97M-V def2-TZVPD def2/J DEFGRID3
* xyz 1 4
O -0.6070 1.5168 -0.1085
C -0.9859 0.3167 0.1042
C -0.1251 -0.7997 -0.0735
O 1.0228 -0.4502 -0.8036
C 1.5100 -0.6290 0.6474
Nd 1.7121 1.7091 -0.0536
H -2.0019 0.1453 0.4954
H -0.5251 -1.8089 -0.2077
*
```

Now the Mulliken charges, all in e: O -0.6840; C 0.1151; C -0.0164; O -0.3421; C -0.5409; Nd 1.7085; H 0.4077; H 0.3522

---

3.
Molecular formula: C7H14O4
Method: DFT, ωB97M-V/def2-TZVPD

- ΔE to the lowest compared entry with this formula, charge and spin: 271.0 kcal/mol
- Gap between HOMO and LUMO: 9.411 eV
- Highest occupied orbital energy: -9.2 eV

ORCA input file:
```
! RIJCOSX wB97M-V def2-TZVPD def2/J DEFGRID3
* xyz 0 1
C 2.8693 -0.9015 -0.6326
C 1.3209 0.4331 0.2497
C 0.6917 -0.7906 0.9589
C -0.6330 -0.3169 1.6351
C -1.4936 -0.1434 0.4324
C -0.8302 1.0159 -0.4061
C -0.9625 2.5371 -0.0216
H 2.6668 -0.8211 -1.8838
H 4.3058 -1.1586 -0.3236
H 2.1088 -1.9831 -0.1445
H 1.0384 1.4085 1.0026
H 0.0078 -1.7940 0.2084
H 1.6822 -1.5200 1.5797
H -0.3956 0.6340 2.1469
H -1.1068 -0.9682 2.3164
H -2.5167 0.2007 0.5147
H -2.3272 -1.7116 -1.9692
H -1.4374 1.0273 -1.4116
H -0.2265 2.7712 0.9261
H -2.0008 2.8399 0.0446
H -0.4485 3.0129 -0.8560
O 2.5682 0.2872 -0.1024
O -1.4050 -1.4040 -0.0868
O -2.6123 -1.2007 -0.8992
O 0.5583 0.7000 -0.8421
*
```

Now the Mulliken charges, all in e: C -0.6275; C 0.7215; C -0.7280; C -1.1924; C 0.2767; C -0.0870; C -1.0420; H 0.2211; H 0.1818; H 0.3028; H -0.0218; H 0.5318; H 0.2561; H 0.3291; H 0.3846; H 0.4789; H 0.3616; H 0.2594; H 0.2031; H 0.4062; H 0.3639; O -0.2926; O -0.2750; O -0.5246; O -0.4876